# 1
ORCA calculation (the ωB97M-V functional and the def2-TZVPD basis) on a 2-piece molecular cluster, C24H20BrF11O3P overall at a distorted geometry.

Properties
- HOMO-LUMO gap: 6.259 eV
- Charge: -1
- Largest force on an atom: 2.06 eV/A
- Spin multiplicity: 1
- HOMO: -0.203 Eh
- E_tot: -140579.87598 eV

Geometry (Å):
C: 5.300 -3.361 1.063
C: 3.862 -3.622 1.473
C: 2.946 -2.451 1.827
Br: 3.976 -0.740 2.084
P: 1.375 -2.290 0.640
C: 0.681 -0.852 1.649
C: 2.475 -1.238 -0.637
C: 2.329 -1.620 -2.045
O: 2.746 -2.616 -2.601
F: 1.707 -0.678 -2.803
C: -0.173 -1.990 -0.549
F: -0.165 -0.709 -0.989
F: -0.204 -2.738 -1.673
F: -1.376 -2.141 0.070
C: 0.405 -3.662 1.807
F: -0.729 -3.234 2.422
F: 1.284 -3.947 2.847
C: 0.155 -5.176 1.384
F: 1.375 -5.731 1.170
F: -0.393 -5.771 2.483
C: -0.722 -5.714 0.204
F: -1.848 -5.042 0.035
F: -1.050 -6.987 0.495
F: -0.030 -5.725 -0.930
H: 5.370 -2.763 0.164
H: 5.768 -4.315 0.835
H: 5.877 -2.903 1.853
H: 3.891 -4.278 2.336
H: 3.400 -4.194 0.676
H: 2.654 -2.540 2.853
H: 1.817 -3.429 -0.120
H: 0.971 -0.921 2.690
H: -0.401 -0.827 1.641
H: 1.005 0.105 1.265
H: 3.500 -1.538 -0.466
H: 2.365 -0.166 -0.558
C: -2.480 4.612 2.794
C: -3.438 5.573 2.490
C: -3.784 5.820 1.173
C: -3.167 5.110 0.151
C: -2.194 4.157 0.457
C: -1.857 3.906 1.780
C: -1.487 3.404 -0.621
O: -0.644 2.580 -0.362
C: -1.855 3.706 -2.035
C: -1.191 3.035 -3.053
C: -1.523 3.290 -4.372
C: -2.522 4.209 -4.677
C: -3.185 4.880 -3.665
C: -2.852 4.634 -2.339
C: -3.567 5.378 -1.262
O: -4.445 6.173 -1.523
H: -2.217 4.416 3.824
H: -3.918 6.129 3.285
H: -4.533 6.558 0.925
H: -1.110 3.156 2.000
H: -0.425 2.316 -2.801
H: -1.006 2.767 -5.165
H: -2.783 4.400 -5.710
H: -3.963 5.595 -3.890

These are the natural (NBO) partial charges, in e, on atoms 1 to 8: atom 1 (C): -0.60, atom 2 (C): -0.47, atom 3 (C): -0.46, atom 4 (Br): -0.11, atom 5 (P): 1.08, atom 6 (C): -0.97, atom 7 (C): -0.87, atom 8 (C): 0.88

# 2
ORCA calculation (the ωB97M-V functional and the def2-TZVPD basis) on an isolated ion of composition C6H13N4O and charge +1 at a distorted geometry.

Properties
- HOMO-LUMO gap: 8.731 eV
- Charge: +1
- Largest force on an atom: 4.99 eV/A
- Spin multiplicity: 1
- HOMO: -0.497 Eh
- SMILES: O/C=N\CC/N=[N+]1\CCNC1
- E_tot: -14430.34097 eV

Geometry (Å):
C: -2.053 1.817 1.314
C: -1.217 -0.171 2.127
C: 1.152 0.372 -2.283
C: 0.184 -0.227 -1.278
C: -0.551 -1.509 1.220
C: 2.438 -0.431 -0.539
N: -1.207 0.927 1.230
N: 2.416 -0.287 -1.977
N: 1.061 -0.735 -0.216
N: 0.788 -1.247 0.860
O: -2.914 2.039 2.268
H: -2.058 2.621 0.512
H: -2.233 -0.542 2.590
H: -0.480 0.128 2.988
H: 0.857 0.268 -3.338
H: 1.289 1.506 -2.152
H: -0.687 0.320 -0.666
H: -0.431 -1.066 -1.699
H: -0.522 -2.272 2.061
H: -1.333 -1.754 0.463
H: 3.303 -1.148 -0.141
H: 2.769 0.459 0.048
H: 2.385 -1.182 -2.246
H: -3.677 2.731 2.128

These are the natural (NBO) partial charges, in e, on atoms 1 to 8: atom 1 (C): 0.48, atom 2 (C): -0.20, atom 3 (C): -0.26, atom 4 (C): -0.36, atom 5 (C): -0.34, atom 6 (C): -0.12, atom 7 (N): -0.58, atom 8 (N): -0.55

# 3
ORCA calculation (the ωB97M-V functional and the def2-TZVPD basis) on one molecule with the formula C24H31N5O4S at a distorted geometry.

Properties
- HOMO-LUMO gap: 7.974 eV
- Largest force on an atom: 1.02 eV/A
- Spin multiplicity: 1
- HOMO: -0.269 Eh
- SMILES: COc1ccc(N2CCN(CCCNC(=O)CCCn3c(=O)[nH]c4ccsc4c3=O)CC2)cc1
- E_tot: -51868.80331 eV

Geometry (Å):
C: -9.198 -1.012 0.460
O: -8.354 -0.475 -0.525
C: -7.091 -0.093 -0.157
C: -6.294 0.450 -1.161
C: -5.002 0.855 -0.903
C: -4.448 0.743 0.376
C: -5.267 0.216 1.377
C: -6.559 -0.202 1.122
H: -7.142 -0.602 1.936
H: -4.900 0.145 2.390
N: -3.171 1.200 0.702
C: -2.387 1.929 -0.268
C: -1.564 0.995 -1.166
N: -0.696 0.199 -0.316
C: -1.483 -0.587 0.620
C: -2.304 0.360 1.504
H: -1.625 1.010 2.067
H: -2.886 -0.225 2.211
H: -2.174 -1.275 0.104
H: -0.799 -1.165 1.246
C: 0.320 -0.550 -1.026
C: -0.105 -1.654 -2.002
H: -0.650 -2.438 -1.472
C: 1.156 -2.238 -2.650
N: 2.097 -2.782 -1.694
C: 3.161 -2.085 -1.225
O: 3.379 -0.935 -1.549
C: 4.058 -2.884 -0.294
H: 4.178 -3.887 -0.709
H: 5.034 -2.397 -0.273
C: 3.506 -2.983 1.138
C: 3.941 -1.816 2.028
N: 3.518 -0.527 1.502
C: 2.179 -0.231 1.634
O: 1.407 -0.978 2.205
N: 1.751 0.958 1.101
C: 2.581 1.747 0.352
C: 3.922 1.438 0.259
C: 4.483 0.249 0.841
O: 5.645 -0.091 0.808
S: 4.768 2.577 -0.721
C: 3.317 3.453 -0.985
C: 2.234 2.913 -0.364
H: 1.237 3.311 -0.415
H: 3.342 4.335 -1.595
H: 0.741 1.055 0.995
H: 5.030 -1.780 2.100
H: 3.502 -1.937 3.021
H: 3.877 -3.898 1.604
H: 2.415 -3.031 1.127
H: 1.914 -3.702 -1.328
H: 1.685 -1.442 -3.182
H: 0.887 -3.025 -3.359
H: -0.746 -1.257 -2.790
H: 0.943 -1.027 -0.269
H: 0.940 0.171 -1.569
H: -2.247 0.366 -1.760
H: -0.944 1.580 -1.850
H: -1.695 2.566 0.295
H: -3.034 2.575 -0.862
H: -4.428 1.259 -1.722
H: -6.709 0.541 -2.152
H: -9.388 -0.293 1.265
H: -8.785 -1.932 0.887
H: -10.135 -1.240 -0.045

These are the natural (NBO) partial charges, in e, on atoms 1 to 8: atom 1 (C): -0.25, atom 2 (O): -0.50, atom 3 (C): 0.27, atom 4 (C): -0.25, atom 5 (C): -0.20, atom 6 (C): 0.13, atom 7 (C): -0.22, atom 8 (C): -0.28

# 4
ORCA calculation (the ωB97M-V functional and the def2-TZVPD basis) on C22H18FeN3O4S as an isolated structure at a distorted geometry.

Properties
- HOMO-LUMO gap (spin up / spin down): 4.917 / 3.735 eV
- Charge: +2
- Largest force on an atom: 4.40 eV/A
- Spin multiplicity: 6
- HOMO (spin up / spin down): -0.470 / -0.472 Eh
- <S²>: 8.80
- E_tot: -80973.71016 eV

Geometry (Å):
Fe: 0.189 0.333 -0.163
N: -3.913 -1.507 -0.018
C: -4.023 -2.869 -0.018
C: -5.283 -3.484 -0.001
C: -5.385 -4.856 0.002
C: -4.238 -5.662 0.005
C: -2.990 -5.084 -0.004
C: -2.870 -3.695 -0.027
S: -1.286 -2.974 -0.066
N: -1.529 -1.365 -0.132
C: -2.757 -0.768 -0.080
C: -2.797 0.646 -0.093
C: -3.971 1.444 -0.030
C: -3.877 2.807 0.020
C: -2.611 3.423 0.002
C: -1.507 2.612 -0.090
N: -1.581 1.283 -0.153
H: -4.783 -0.992 0.027
H: -6.173 -2.872 0.004
H: -6.359 -5.319 0.003
H: -4.337 -6.734 0.015
H: -2.098 -5.691 0.005
H: -4.945 0.980 -0.013
H: -4.764 3.416 0.080
H: -2.507 4.494 0.057
H: -0.501 3.028 -0.118
C: 6.955 0.002 0.064
O: 6.452 -0.003 1.390
C: 5.158 -0.033 1.624
C: 4.762 -0.012 2.988
C: 3.439 -0.004 3.341
C: 2.410 -0.002 2.380
C: 1.014 0.137 2.706
C: 0.516 0.016 4.110
O: 0.143 0.368 1.831
C: 2.805 -0.076 0.988
O: 1.924 -0.132 0.047
C: 4.168 -0.090 0.645
H: 8.038 0.013 0.163
H: 6.629 0.894 -0.477
H: 6.650 -0.892 -0.484
H: 5.541 0.003 3.735
H: 3.194 0.021 4.391
H: 1.298 -0.027 4.856
H: -0.084 -0.893 4.175
H: -0.153 0.850 4.319
H: 4.407 -0.141 -0.405
O: -0.072 0.009 -3.129
C: 0.096 0.198 -2.032

These are the natural (NBO) partial charges, in e, on atoms 1 to 8: atom 1 (Fe): 1.37, atom 2 (N): -0.47, atom 3 (C): 0.15, atom 4 (C): -0.21, atom 5 (C): -0.11, atom 6 (C): -0.14, atom 7 (C): -0.21, atom 8 (C): -0.17

# 5
ORCA calculation (the ωB97M-V functional and the def2-TZVPD basis) on CH3IS as an isolated structure at a distorted geometry.

Properties
- HOMO-LUMO gap: 8.272 eV
- Largest force on an atom: 2.78 eV/A
- Spin multiplicity: 1
- HOMO: -0.334 Eh
- E_tot: -20017.54164 eV

Geometry (Å):
C: -0.862 -0.136 -0.468
S: 0.457 -0.351 0.628
I: -2.564 -1.215 0.145
H: 1.701 1.304 -1.131
H: 1.292 1.625 -0.576
H: -0.024 -1.227 1.402

Formally, the natural (NBO) partial charges of the atoms, in units of the elementary charge, are as follows: atom 1 (C): -0.42, atom 2 (S): 0.19, atom 3 (I): 0.15, atom 4 (H): 0.02, atom 5 (H): -0.01, atom 6 (H): 0.08

# 6
ORCA calculation (the ωB97M-V functional and the def2-TZVPD basis) on C3H13N2O2Pt as an isolated structure at a distorted geometry.

Properties
- HOMO-LUMO gap (spin up / spin down): 3.493 / 6.762 eV
- Charge: -1
- Largest force on an atom: 3.81 eV/A
- Spin multiplicity: 3
- HOMO (spin up / spin down): -0.019 / -0.142 Eh
- <S²>: 2.00
- E_tot: -13639.12154 eV

Geometry (Å):
C: -1.317 0.868 -3.004
Pt: -0.436 0.792 -1.291
N: 0.629 -1.056 -1.718
H: -1.509 1.805 -0.602
H: 1.017 1.479 -1.161
H: -1.395 1.939 -3.030
H: -2.205 0.270 -2.913
H: -0.477 0.500 -3.572
H: 0.311 -1.858 -1.164
H: 1.621 -0.905 -1.505
H: 0.595 -1.354 -2.700
N: -0.354 -0.918 2.789
C: 0.879 -0.118 2.648
C: 0.743 0.529 1.281
O: 1.467 1.447 0.885
O: -0.221 -0.013 0.558
H: -1.098 -0.325 3.158
H: -0.282 -1.731 3.398
H: -0.678 -1.183 1.828
H: 0.973 0.622 3.470
H: 1.737 -0.791 2.644

These are the natural (NBO) partial charges, in e, on atoms 1 to 8: atom 1 (C): -0.97, atom 2 (Pt): 0.57, atom 3 (N): -1.04, atom 4 (H): -0.17, atom 5 (H): -0.27, atom 6 (H): 0.22, atom 7 (H): 0.18, atom 8 (H): 0.17

What is the spin multiplicity in the third record? 1